{
  "formula": "C25H56BN8O18P",
  "method": "the ωB97M-V functional and the def2-TZVPD basis",
  "symbols": ["C", "C", "O", "P", "O", "C", "C", "C", "C", "C", "B", "O", "O", "C", "N", "N", "C", "C", "C", "O", "C", "C", "C", "C", "C", "C", "N", "C", "O", "O", "O", "C", "C", "H", "H", "H", "H", "H", "H", "H", "H", "H", "H", "H", "H", "H", "H", "H", "H", "H", "H", "H", "H", "H", "H", "H", "H", "H", "H", "H", "H", "H", "H", "H", "H", "H", "H", "H", "H", "H", "H", "H", "H", "H", "C", "N", "O", "O", "H", "H", "H", "C", "N", "O", "O", "H", "H", "H", "C", "N", "O", "O", "H", "H", "H", "C", "N", "O", "O", "H", "H", "H", "C", "N", "O", "O", "H", "H", "H"],
  "coordinates": [[6.02870, 2.92185, -0.16945], [6.06581, 1.25572, -0.31087], [4.69032, 0.77386, -0.50993], [4.28892, -0.49199, 0.66219], [3.06152, -1.34001, 0.04992], [3.74610, 0.25405, 2.33340], [2.09854, 0.51160, 2.45071], [1.54606, 1.54043, 1.25284], [-0.10907, 1.77076, 1.35770], [-0.38110, 2.52043, 2.76131], [-1.23864, 1.73481, 3.90696], [-0.74855, 0.56391, 4.71638], [-2.59205, 2.22175, 4.23579], [-0.76861, 0.30089, 1.11873], [-2.18779, 0.27115, 0.62534], [-2.89869, -0.84737, 0.97939], [-2.27284, -2.14373, 0.51612], [-3.33411, -0.87797, 2.42317], [-4.79257, -0.25925, 2.95962], [-2.58734, -1.46172, 3.39407], [-2.92937, 1.56393, 0.73007], [-4.24615, 1.43570, -0.29295], [-5.14553, 2.80397, -0.37310], [-6.32274, 2.50191, -1.52251], [-5.90076, 3.11987, 1.05279], [-2.10283, 2.89009, 0.21630], [-0.59593, 2.71690, 0.23980], [-0.18987, 2.27211, -1.14757], [0.96274, 2.78271, -1.65992], [-1.00000, 1.36306, -1.99490], [5.63169, -1.60160, 0.74859], [5.68042, -2.34394, -0.55487], [7.20488, -2.77909, -0.99548], [6.08199, 3.24874, 0.95596], [5.02243, 3.27958, -0.65753], [6.93806, 3.43511, -0.72859], [6.68156, 1.06105, -1.31470], [6.61508, 0.81438, 0.62759], [4.03414, -0.52422, 3.18389], [4.34423, 1.23927, 2.57087], [1.62213, -0.57107, 2.28866], [1.88441, 0.90951, 3.52995], [1.87554, 1.03994, 0.24832], [2.08479, 2.59038, 1.33045], [-0.89709, 3.58934, 2.62536], [0.67689, 2.77642, 3.25343], [-0.57048, 0.98164, 5.63205], [-2.57802, 3.00524, 4.86210], [-0.12445, -0.18452, 0.23349], [-0.60583, -0.47286, 2.01441], [-3.13984, -2.95084, 0.38231], [-1.64829, -2.06148, -0.47928], [-1.52906, -2.62838, 1.31413], [-5.24007, -0.86600, 3.85976], [-5.56056, -0.15304, 2.05244], [-4.61807, 0.83818, 3.34870], [-3.37562, 1.83086, 1.77784], [-3.76713, 1.29294, -1.37646], [-4.91360, 0.50191, -0.06520], [-4.56902, 3.74928, -0.77220], [-6.17808, 1.42745, -2.02248], [-7.40852, 2.47595, -1.05472], [-6.30746, 3.29442, -2.39958], [-6.92519, 3.66113, 0.81624], [-5.21147, 3.88975, 1.63894], [-6.10821, 2.13359, 1.64867], [-2.36024, 3.77983, 0.96935], [-2.42958, 3.23961, -0.85203], [-0.19654, 3.67194, 0.48740], [5.02754, -3.34022, -0.47919], [5.25694, -1.68399, -1.45237], [7.97819, -2.04443, -0.48990], [7.30666, -2.63242, -2.17483], [7.46885, -3.90620, -0.79522], [-4.27327, -4.16657, 4.60363], [-5.71967, -4.30818, 4.92248], [-6.33169, -3.28255, 5.24260], [-6.19969, -5.44491, 4.84230], [-3.98791, -3.11831, 4.71478], [-3.71841, -4.79368, 5.30437], [-4.12898, -4.49826, 3.57340], [-0.67327, -3.59249, -3.34452], [-2.11967, -3.73411, -3.02567], [-2.73169, -2.70847, -2.70554], [-2.59969, -4.87084, -3.10584], [-0.38791, -2.54424, -3.23336], [-0.11841, -4.21961, -2.64378], [-0.52898, -3.92418, -4.37475], [4.12117, -1.59987, -3.86939], [3.36881, -2.78143, -4.37105], [2.53326, -3.28471, -3.61108], [3.63827, -3.17016, -5.51353], [3.78348, -1.36987, -2.85662], [5.18187, -1.85889, -3.87274], [3.91352, -0.76650, -4.54361], [0.60414, 7.60964, 1.41477], [0.34947, 6.20890, 0.98248], [0.78007, 5.30539, 1.70858], [-0.27553, 6.05607, -0.07346], [1.16037, 7.59385, 2.35444], [1.18684, 8.09598, 0.62983], [-0.36498, 8.09454, 1.54850], [3.00414, -5.75801, -7.58523], [2.74947, -7.15875, -8.01752], [3.18007, -8.06226, -7.29142], [2.12447, -7.31158, -9.07346], [3.56037, -5.77379, -6.64556], [3.58684, -5.27167, -8.37017], [2.03502, -5.27311, -7.45150]],
  "forces_ev_per_a": [[-0.08, -0.35, -0.03], [1.41, 2.28, -0.82], [1.13, -2.38, 3.32], [-3.80, -3.28, -3.79], [4.28, 3.45, 2.25], [0.49, 0.43, 1.49], [0.19, -0.61, -1.08], [0.46, -0.21, 0.22], [1.49, -1.45, 0.77], [0.47, 1.13, 0.57], [-1.03, -1.17, 1.59], [-0.09, 4.10, -0.12], [2.50, 0.59, 0.70], [1.47, -1.27, -0.71], [1.55, 2.95, 0.64], [-1.15, -1.84, 1.77], [0.50, -2.03, 0.31], [2.33, -2.62, 5.38], [0.27, 0.78, -1.08], [-4.17, 3.13, -5.91], [-2.25, 0.53, -1.32], [1.05, 0.93, -1.02], [-1.55, -0.95, -0.48], [-0.20, -0.57, -0.42], [0.43, 0.91, -0.72], [-1.88, 0.55, 0.95], [-0.35, 0.12, 0.22], [3.11, -2.35, -9.35], [-5.92, -2.03, 4.10], [3.54, 5.11, 6.10], [-1.82, 1.92, -1.35], [0.08, -1.32, -1.73], [0.13, 0.65, -0.37], [-0.26, -0.62, -2.17], [2.00, -0.62, 1.00], [-1.90, -1.24, 1.14], [-1.34, -0.03, 2.34], [-1.13, 0.58, -1.96], [-0.52, 1.53, -1.93], [-1.12, -1.87, -0.60], [0.93, 2.57, 0.46], [0.42, -0.85, -2.07], [-0.96, 1.07, 1.73], [-1.13, -2.07, -0.09], [1.05, -2.42, 0.08], [-2.18, -0.57, -1.12], [-0.63, -1.28, -1.86], [-0.12, -1.37, -1.24], [-1.23, 1.19, 1.84], [-0.44, 2.17, -1.44], [1.85, 1.88, 0.11], [-1.72, 0.38, 1.97], [-1.55, 1.28, -1.49], [1.15, 0.90, -1.99], [1.72, -0.50, 2.05], [-0.08, -2.16, -0.73], [1.11, -0.61, -1.51], [-0.93, 0.08, 2.37], [1.30, 1.92, -0.23], [-0.90, -1.97, 1.06], [-0.15, 2.38, 1.08], [2.27, 0.21, -0.87], [-0.03, -1.59, 1.89], [2.12, -1.10, 0.65], [-1.57, -1.82, -0.79], [0.48, 2.00, -1.06], [0.56, -1.98, -1.61], [0.88, -1.00, 2.06], [-0.03, -1.30, -0.92], [1.24, 2.49, -0.01], [0.83, -1.35, 2.37], [-1.49, -1.66, -0.98], [-0.27, -0.27, 2.56], [-0.59, 2.37, -0.05], [0.23, 0.32, 0.02], [-0.98, -0.19, 0.20], [0.59, -1.49, -0.42], [0.50, 1.74, 0.19], [-0.11, -0.24, -0.06], [-0.15, -0.01, -0.22], [-0.02, -0.06, 0.24], [0.25, 0.28, 0.00], [-1.03, 0.05, 0.19], [0.63, -1.62, -0.43], [0.48, 1.61, 0.18], [-0.18, -0.23, 0.01], [-0.11, 0.01, -0.23], [-0.02, -0.08, 0.26], [-0.04, 0.25, 0.30], [-0.64, -0.80, -0.07], [1.16, 0.53, -1.38], [-0.50, 0.33, 1.50], [-0.13, -0.11, -0.24], [-0.17, 0.04, -0.19], [0.12, -0.21, 0.04], [0.19, 0.19, 0.26], [-0.25, -0.48, -0.63], [-0.72, 0.72, -1.10], [0.93, -0.16, 1.83], [-0.15, -0.13, -0.26], [-0.24, -0.09, 0.06], [0.17, -0.09, -0.18], [0.17, 0.15, 0.30], [-0.15, -1.05, -0.27], [-0.69, 1.10, -1.18], [0.90, 0.04, 1.52], [-0.19, -0.07, -0.27], [-0.24, -0.07, 0.08], [0.21, -0.07, -0.15]],
  "gap_ev": 6.9199,
  "lumo_ev": -1.102,
  "max_force_ev_per_a": 10.127,
  "homo_energy_ev": -8.022,
  "smiles": "CCOP(=O)(CCC[C@]1(CB(O)O)CN(N(C)C(C)=O)[C@H](CC(C)C)C[N@@H+]1C(=O)[O-])OCC.C[N+](=O)[O-].C[N+](=O)[O-].C[N+](=O)[O-].C[N+](=O)[O-].C[N+](=O)[O-]"
}